ORCA calculation (ωB97M-V/def2-TZVPD) on a molecular structure, C13H38CaN2O4P2Si3.

```
63
Properties=species:S:1:pos:R:3:forces:R:3:nbo_charge:R:1
C -4.574938 -1.584290 -0.340249 0.0 0.1 0.0 -0.616
C -3.454646 -1.304418 -1.359851 0.0 0.1 0.1 -0.697
P -1.994840 -0.469166 -0.606182 0.1 -0.1 0.6 0.274
C -2.238668 1.364554 -0.722843 0.1 0.1 -0.2 -0.689
C -2.734974 1.969094 -2.042441 0.0 0.1 0.0 -0.622
Si -0.176951 -1.036536 -1.797205 -0.6 0.3 -0.7 1.282
C -0.058985 -2.908784 -1.705803 0.0 0.0 0.1 -0.723
N -0.262973 -3.533889 -0.387880 0.0 0.0 0.1 -0.809
O 1.020356 -0.195865 -1.017603 0.3 -0.2 0.0 -1.293
Si 2.615863 -0.485937 -0.653218 0.1 0.0 0.0 1.698
C 2.715864 -0.060266 1.188943 -0.1 0.2 0.2 -0.921
C 1.323699 -0.001696 1.775994 0.2 -0.4 -0.3 -0.059
O 1.344510 -0.035423 3.235364 -0.4 1.3 0.3 -0.945
Si 0.004697 -0.623233 4.028384 -0.1 -1.2 0.4 1.876
C 0.279514 0.072995 5.752792 -0.2 -0.8 -0.2 -1.004
C -1.538425 0.245289 3.407313 0.3 0.2 -0.2 -1.150
C -0.172334 -2.457954 4.055318 0.1 0.0 -0.2 -1.161
C 3.685440 0.596444 -1.703754 0.0 0.2 -0.1 -0.936
C 3.426633 2.096530 -1.467482 0.1 0.0 0.0 0.118
C 3.405866 2.939849 -2.751652 0.1 0.0 -0.1 -0.644
O 4.444281 2.523786 -0.550329 -0.2 -0.2 0.1 -0.734
P -0.148800 -0.522425 -4.051095 0.3 -0.2 -0.6 0.864
N 0.389448 1.112851 -3.965374 -0.4 0.1 0.7 -1.161
O -1.800944 -0.504337 -4.304243 -0.1 0.0 0.6 -1.010
H -5.377237 -0.849530 -0.426593 0.0 0.0 0.0 0.218
H -5.012472 -2.570911 -0.499896 0.0 0.1 0.0 0.231
H -4.205612 -1.548865 0.688319 0.0 -0.1 -0.1 0.196
H -3.834524 -0.710276 -2.191708 0.1 -0.2 -0.1 0.240
H -3.078317 -2.242457 -1.777052 0.0 0.1 -0.1 0.239
H -2.903605 1.645011 0.100005 0.0 -0.1 -0.1 0.216
H -1.250520 1.771844 -0.467744 -0.1 0.0 0.0 0.208
H -3.303189 1.254052 -2.638007 0.0 0.0 0.1 0.219
H -1.897309 2.310081 -2.652939 -0.1 -0.1 0.0 0.206
H -3.385511 2.827614 -1.863473 0.1 0.0 0.0 0.222
H -0.829609 -3.286609 -2.390210 0.1 0.0 0.0 0.244
H 0.884353 -3.271407 -2.128332 -0.1 0.1 0.0 0.243
H -1.216100 -3.411660 -0.065773 0.0 0.0 0.0 0.357
H 0.332768 -3.111214 0.315704 0.1 -0.1 -0.1 0.334
H 2.942184 -1.923114 -0.801903 -0.1 0.0 -0.1 -0.196
H 3.290424 -0.838159 1.700590 0.0 0.1 0.0 0.262
H 3.246682 0.891014 1.309157 0.0 -0.1 0.1 0.246
H 0.723161 -0.849234 1.424979 0.0 0.1 0.1 0.195
H 0.793277 0.900664 1.448251 0.0 0.0 0.0 0.152
H 0.382698 1.101160 5.406973 0.2 0.7 1.0 -0.022
H -0.589067 -0.030322 6.404876 0.0 0.3 0.0 0.279
H 1.181182 -0.235050 6.280527 0.1 0.2 -0.1 0.291
H -2.421097 -0.244204 3.830219 0.0 0.2 0.1 0.298
H -1.636590 0.205777 2.314753 0.0 0.0 0.0 0.301
H -1.621127 1.321757 3.702622 -0.2 0.0 0.0 0.103
H 0.134451 -2.891144 3.098543 -0.1 0.0 0.1 0.271
H -1.205105 -2.758224 4.249159 0.0 0.0 0.0 0.273
H 0.455001 -2.902290 4.832076 0.0 0.1 -0.1 0.276
H 4.742950 0.386963 -1.512270 0.0 0.1 -0.1 0.276
H 3.499678 0.352678 -2.754322 0.0 -0.1 0.1 0.264
H 2.455979 2.229715 -0.957421 0.0 0.0 -0.1 0.128
H 2.473535 3.497672 -2.859307 0.1 0.0 0.1 0.211
H 3.513595 2.323569 -3.643666 0.0 0.0 0.0 0.236
H 4.234194 3.653054 -2.749404 0.0 0.0 0.0 0.225
H 4.487045 3.481274 -0.564379 0.1 0.2 -0.1 0.471
H 0.335771 1.536102 -3.044674 -0.1 0.1 -0.1 0.366
H -0.066680 1.742785 -4.615532 0.4 -0.1 -0.3 0.392
H -2.120641 0.244902 -4.810911 0.0 0.1 -0.2 0.499
Ca 0.346694 2.799807 4.291856 0.1 -0.8 -0.7 1.894
```
Positions in Å, forces in eV/Å.

Kohn-Sham gap = 1.94 eV
E_LUMO = -9.604 eV
Largest force on an atom = 1.38 eV Å⁻¹
E_HOMO = -0.424 hartree
Net charge = +2